# C6H10N4O

A molecular structure, C6H10N4O at a distorted geometry (ωB97M-V/def2-TZVPD, OMol25).

```
21
Properties=species:S:1:pos:R:3:lowdin_charge:R:1
C 1.06 1.82 0.13 -0.341
C 0.36 -1.28 1.11 -0.214
C 0.03 1.41 -0.88 -0.266
N 1.00 1.07 1.23 -0.184
N 1.88 2.81 -0.08 0.123
N 0.03 0.11 1.26 0.005
H 0.54 -1.84 2.13 0.147
C -1.24 -0.95 -0.75 -0.136
O 1.36 1.66 2.41 0.045
C -0.84 -1.93 0.37 -0.148
H 1.31 -1.42 0.66 0.097
N 0.10 2.21 -1.95 0.129
H -0.59 2.26 -2.65 0.097
H -0.56 -2.87 0.16 0.070
H 2.69 2.86 0.54 0.052
C -0.66 0.38 -0.43 0.019
H -1.55 -1.90 1.15 0.095
H -2.32 -0.76 -0.95 0.129
H 0.87 2.46 2.58 0.105
H -0.59 -1.27 -1.56 0.117
H 0.53 3.06 -1.70 0.060
```

Calculated values
2S+1: 1
Frontier orbital gap, eV: 8.96
Charge: 0
ΔE to the lowest compared entry with this formula, charge and spin, kJ/mol: 454.3

# C2H7NO3

2 unconnected molecules or ions with the total composition C2H7NO3 at a distorted geometry (ωB97M-V/def2-TZVPD, OMol25).

```
13
Properties=species:S:1:pos:R:3:lowdin_charge:R:1
H -0.15 -0.23 1.54 0.153
O 1.22 -1.51 -0.86 0.022
O -3.06 0.85 -1.12 -0.116
H 1.49 0.77 1.29 0.096
C 0.70 0.19 0.87 -0.194
H -3.67 0.82 -0.36 0.032
C 1.60 -0.96 0.22 -0.373
H 2.83 -2.38 0.60 0.125
H -0.24 0.45 -0.91 0.058
H 0.50 1.86 -0.29 0.078
O 2.41 -1.66 1.13 0.043
N -0.01 1.00 -0.09 -0.010
H -3.62 0.78 -1.99 0.086
```

Calculated values
SMILES: NCC(=O)O.O
2S+1: 1
Frontier orbital gap, eV: 9.90
Charge: 0
ΔE to the lowest compared entry with this formula, charge and spin, kJ/mol: 166.5